[1]
The following is a DFT calculation (ωB97M-V/def2-TZVPD) of a structure of composition C14H14NO5Pd at a distorted geometry.

Properties
Total energy in Eh: -1099.1864
HOMO (alpha / beta) in eV: -18.884 / -21.119
F_max in eV/Å: 10.2
Orbital gap (alpha / beta) in eV: 5.73 / 6.23
Relative energy (zero: lowest compared OMol25 entry of this formula, charge and spin) in kcal/mol: 2.2

```
! RIJCOSX wB97M-V def2-TZVPD def2/J DEFGRID3
* xyz 3 5
Pd 0.28816 -0.98290 -1.97427
O 2.21840 0.16861 -5.36780
O 1.49657 4.30812 -2.42493
O 3.00888 0.08442 -2.05185
O 0.67241 -4.15963 -1.93193
O -2.75526 -0.68387 -1.98947
N -1.97100 0.35501 0.74841
C 2.74079 -1.41932 1.74173
C -3.21070 1.22418 0.64874
C 1.06157 -0.63047 0.13752
C 0.95933 3.94708 -1.47485
C 1.89810 0.01584 -4.28118
C -1.98599 -0.31193 2.07461
C 0.65960 -3.01537 -1.77510
C -0.66187 1.16961 0.63037
C 1.25870 0.46258 2.32346
C 2.16076 -1.47666 0.46707
C -1.56985 -0.69815 -1.63359
C 2.29145 -0.44001 2.66235
C 2.07316 -0.14805 -2.81076
C 0.59399 0.32755 1.08309
H 2.50167 -2.14805 -0.29334
H 3.59012 -2.15386 1.98770
H 2.74897 -0.41513 3.61249
H -1.83054 0.47061 2.79817
H -1.97905 -0.31890 -0.04507
H -1.19727 -1.07754 2.14564
H -2.98301 -0.78758 2.22462
H -1.07297 -0.68528 -3.00860
H 0.94635 1.27855 3.05703
H -3.35206 1.59812 -0.37524
H -0.81406 2.04677 1.24915
H -0.58908 1.47158 -0.44219
H -4.07841 0.59476 0.92192
H -3.11787 2.02934 1.36615
*
```

[2]
The following is a DFT calculation (ωB97M-V/def2-TZVPD) of an isolated molecule of C14H14Si at a distorted geometry.

Properties
Total energy in Eh: -831.2824
HOMO in eV: -8.465
SMILES string: c1ccc([Si]2(c3ccccc3)CC2)cc1
F_max in eV/Å: 4.9
Orbital gap in eV: 9.30
Relative energy (zero: lowest compared OMol25 entry of this formula, charge and spin) in kcal/mol: 51.6

```
! RIJCOSX wB97M-V def2-TZVPD def2/J DEFGRID3
* xyz 0 1
Si 0.02798 -0.85293 -0.13848
C -3.16032 1.56901 1.16429
C 3.63994 0.25970 1.17144
C 4.13777 1.28403 0.38188
C -3.72905 0.58798 -1.02564
C 2.42316 -0.38900 0.99803
C 0.14029 -2.72387 0.30277
C 3.17218 1.75640 -0.52701
C -1.98396 0.80819 1.14763
C -1.62218 0.14920 -0.05012
C -2.50717 -0.02099 -1.14372
C 1.58715 0.08693 0.01226
C 1.90591 1.22454 -0.64859
C -0.01751 -2.39462 -1.19662
C -4.06516 1.26855 0.19865
H -0.95719 -2.73118 -1.58455
H 1.16530 1.56685 -1.28517
H -1.30299 0.73068 1.96833
H -5.06908 1.71698 0.14967
H 2.35711 -1.29789 1.65927
H 4.24344 -0.26083 1.86627
H 3.54674 2.57255 -1.07042
H 0.68820 -2.78933 -1.94236
H 1.05756 -3.20068 0.50396
H -3.41347 2.26115 1.92395
H -0.70527 -3.23843 0.76229
H -4.44062 0.76302 -1.85171
H 5.10808 1.60022 0.43558
H -2.22685 -0.30624 -2.18186
*
```

[3]
The following is a DFT calculation (ωB97M-V/def2-TZVPD) of the ion C14H15Cl2N2 with charge +1.

Properties
Total energy in Eh: -1572.1516
HOMO in eV: -12.451
SMILES string: Clc1ccc(CC[NH2+]Cc2ccncc2)c(Cl)c1
F_max in eV/Å: 0.8
Orbital gap in eV: 9.38
Relative energy (zero: lowest compared OMol25 entry of this formula, charge and spin) in kcal/mol: 1.0

```
! RIJCOSX wB97M-V def2-TZVPD def2/J DEFGRID3
* xyz 1 1
Cl -0.60663 -0.24377 1.12527
Cl 0.69002 -5.14545 -0.57824
N 0.02636 3.89602 3.14651
N 0.57940 1.45141 -1.13975
C -0.06250 4.19485 0.78587
C 1.33637 2.50433 1.72820
C 0.84319 3.15812 0.60382
C 0.89364 2.91679 2.97770
C 1.27290 2.71857 -0.77289
C -0.88364 1.59708 -1.33067
C -0.50317 -1.36869 -0.22249
C -0.01666 -2.63184 0.06811
C -0.28034 -3.24534 -2.23690
C -0.43459 4.52482 2.08385
C -1.50772 0.31888 -1.90205
C -0.76006 -1.97842 -2.50156
C 0.09339 -3.57841 -0.94150
C -0.88761 -1.00369 -1.51177
H -2.55841 0.30415 -1.60214
H 0.67879 0.77833 -0.35178
H 0.99350 1.04297 -1.98355
H -1.06063 -1.73881 -3.51022
H 1.03290 3.48181 -1.51571
H -1.13480 5.32524 2.27610
H 0.26926 -2.88631 1.07602
H -1.49513 0.37101 -2.99174
H 2.05783 1.70608 1.64046
H -1.06997 2.42545 -2.01646
H -0.20186 -3.97458 -3.02616
H 2.34998 2.53765 -0.78643
H -0.46240 4.74167 -0.05371
H -1.31395 1.84789 -0.36133
H 1.25025 2.44202 3.88082
*
```

[4]
The following is a DFT calculation (ωB97M-V/def2-TZVPD) of an isolated molecule of C14H15Cl2NO4.

Properties
Total energy in Eh: -1818.6446
HOMO in eV: -8.508
SMILES string: O=C(O)C[C@H](C(=O)Nc1ccc(Cl)cc1Cl)[C@@H]1CCCO1
F_max in eV/Å: 0.7
Orbital gap in eV: 9.01
Relative energy (zero: lowest compared OMol25 entry of this formula, charge and spin) in kcal/mol: 0.0

```
! RIJCOSX wB97M-V def2-TZVPD def2/J DEFGRID3
* xyz 0 1
Cl -5.78968 0.54863 0.39333
Cl -1.48724 -2.07002 -1.44970
O 3.99992 3.55246 -0.51782
O 0.91958 1.68550 1.20831
O 2.30467 2.46156 -1.45969
O 1.76332 -1.98574 0.51159
N 0.06609 0.06224 -0.15051
C -1.88251 1.26088 0.72175
C 3.30787 2.57376 -0.58062
C 2.45506 0.26022 0.01465
C 4.10703 -1.69224 0.40875
C 2.76679 -1.02482 0.79443
C -3.53039 -0.64088 -0.45441
C 3.76429 -3.18649 0.29711
C -3.25465 1.36943 0.84109
C -4.07476 0.42038 0.25275
C 3.48500 1.35124 0.28980
C -2.15683 -0.73882 -0.56541
C -1.30298 0.20612 0.01812
C 1.07007 0.76690 0.43598
C 2.31711 -3.24899 0.80154
H 1.70713 -4.00015 0.30046
H -3.68629 2.19074 1.39005
H 4.42356 -3.81310 0.89274
H 2.29371 -3.42768 1.88611
H 4.86483 -1.50470 1.16627
H 2.75856 -0.80286 1.87395
H 4.46611 -1.30692 -0.54446
H 3.81435 -3.51636 -0.73960
H -4.16827 -1.37994 -0.91200
H 2.43358 0.01770 -1.05138
H 2.21300 3.28622 -1.96306
H 0.33789 -0.77856 -0.65015
H 4.50482 0.98958 0.15160
H 3.38974 1.68997 1.32474
H -1.23729 1.99207 1.17940
*
```

[5]
The following is a DFT calculation (ωB97M-V/def2-TZVPD) of a structure of composition C14H15Cl3F5N7OPRhSi.

Properties
Total energy in Eh: -3621.9738
HOMO in eV: -15.088
F_max in eV/Å: 0.5
Orbital gap in eV: 7.36
Relative energy (zero: lowest compared OMol25 entry of this formula, charge and spin) in kcal/mol: 0.0

```
! RIJCOSX wB97M-V def2-TZVPD def2/J DEFGRID3
* xyz 2 1
Rh 0.15265 0.14160 -1.49838
Cl 1.68670 1.55949 -3.17709
Cl 1.86320 -0.63191 -5.82914
Cl 4.04913 -0.86935 -3.39792
P -0.10399 -0.07268 1.98169
Si 2.21328 -0.28978 -3.91756
F -2.88682 0.09572 -4.51293
F -1.42295 1.78884 -3.01795
F -1.74804 -1.59507 -3.80068
F -0.74368 0.02684 -4.81015
F -2.63027 0.33451 -1.90273
O 0.89423 -2.33847 -2.76316
N 2.70181 -0.07348 1.96014
N -0.81125 -1.26094 -0.47458
N -1.12455 2.52528 1.71381
N 1.82229 0.03599 -0.05379
N -1.59717 -2.32554 1.26249
N 0.99535 -1.15687 -2.74846
N -0.58907 1.61945 -0.21237
C -1.74609 -0.26444 -3.96688
C -1.50276 0.47485 -2.63356
C -0.86472 -1.27112 0.86021
C -1.92031 -2.69248 2.64411
C 2.83337 -0.16975 3.41506
C -1.34396 3.46905 0.75274
C -1.33124 2.71963 3.14980
C -1.52392 -2.33833 -0.92665
C -0.65651 1.41856 1.10478
C -1.00151 2.90776 -0.43917
C 3.18199 0.15015 -0.15990
C 1.55783 -0.09030 1.24481
C 3.73583 0.07761 1.08290
C -2.01549 -3.00221 0.15381
H -1.72133 4.44920 0.98727
H -2.61615 -3.89283 0.21627
H -1.04919 3.34312 -1.41805
H 2.28779 -1.03442 3.78369
H -1.63481 -2.57333 -1.96574
H -1.87121 3.65067 3.29159
H 3.68769 0.28758 -1.09732
H 4.76134 0.12024 1.40672
H -1.92318 1.90418 3.55715
H 2.46267 0.73569 3.89059
H -0.37551 2.78159 3.66572
H -2.43613 -3.64743 2.62668
H -2.57111 -1.94361 3.08926
H -1.00972 -2.79330 3.22886
H 3.88550 -0.28998 3.65402
*
```

[6]
The following is a DFT calculation (ωB97M-V/def2-TZVPD) of a structure of composition C14H15CuN2OS.

Properties
Total energy in Eh: -2765.9395
HOMO in eV: -6.192
F_max in eV/Å: 1.0
Orbital gap in eV: 6.18
Relative energy (zero: lowest compared OMol25 entry of this formula, charge and spin) in kcal/mol: 0.9

```
! RIJCOSX wB97M-V def2-TZVPD def2/J DEFGRID3
* xyz 0 1
Cu 0.40159 0.43432 0.15041
S 0.66619 2.54346 0.74121
O -0.19554 0.00629 -1.80915
N 1.61277 -1.22974 -2.43041
N 1.11019 -1.26857 0.75542
C 2.13906 -3.80439 1.23131
C -1.88458 1.92590 1.64945
C -2.77868 4.53007 1.41258
C -0.25961 -1.05980 -3.94564
C -1.47292 4.21504 1.07442
C 2.44013 -0.95869 -1.25733
C 2.57537 -3.05283 0.15223
C -3.19012 2.24579 1.98806
C 0.69823 -1.99425 1.79845
C 1.17744 -3.26263 2.06840
C -0.99876 2.90259 1.17642
C 2.03750 -1.79454 -0.06429
C -3.64848 3.54943 1.87073
C 0.37971 -0.70424 -2.62593
H -3.11847 5.55452 1.31384
H -1.53207 0.90344 1.74420
H 2.55139 -4.78690 1.41758
H 0.42727 -0.85718 -4.76747
H -3.85033 1.46945 2.35815
H 1.95997 -1.88913 -3.10332
H -0.79772 4.97722 0.70722
H 3.33189 -3.43220 -0.52304
H 3.47862 -1.13640 -1.52888
H 0.80346 -3.81294 2.92008
H -4.67092 3.79854 2.12452
H -1.16359 -0.47303 -4.07530
H -0.02962 -1.51945 2.44371
H -0.52610 -2.11777 -3.96741
H 2.32674 0.09862 -1.00023
*
```